{"formula": "C27H33O2V", "method": "the ωB97M-V functional and the def2-TZVPD basis", "species": ["O", "C", "C", "H", "H", "C", "H", "H", "C", "H", "H", "H", "C", "H", "H", "H", "V", "C", "C", "C", "H", "C", "C", "H", "H", "H", "H", "C", "C", "C", "H", "C", "C", "H", "H", "H", "H", "O", "C", "C", "H", "H", "C", "H", "H", "C", "H", "H", "H", "H", "C", "C", "C", "C", "C", "C", "C", "C", "H", "H", "H", "H", "H"], "positions_angstrom": [[1.9929, 0.7662, -2.6685], [3.4578, 1.1431, -2.8846], [3.6301, 0.1092, -3.9906], [4.0623, 0.8686, -2.0087], [3.5592, 2.2035, -3.1921], [2.0652, 0.0859, -3.9743], [4.0643, -0.8058, -3.5327], [4.0440, 0.2652, -5.0047], [1.5986, -1.3636, -4.0871], [1.5980, -1.8892, -3.1275], [2.3420, -1.9134, -4.6923], [0.6351, -1.4295, -4.6246], [1.4102, 1.0221, -4.9943], [1.7668, 2.0510, -4.8363], [0.3119, 0.9950, -4.8894], [1.6752, 0.7369, -6.0191], [-1.4175, 0.6410, -0.0842], [-2.2686, 2.5589, -0.0251], [-1.3462, 2.5837, 1.0577], [-0.0305, 2.3852, 0.5331], [-1.6042, 2.7827, 2.0943], [-0.1172, 2.3089, -0.8909], [-1.4940, 2.3965, -1.2525], [-1.8822, 2.4183, -2.2695], [-3.3475, 2.6798, 0.0583], [0.8798, 2.2636, 1.1192], [0.7203, 2.3410, -1.5884], [-3.5672, -0.5683, -0.0107], [-3.3721, 0.2231, -1.1868], [-2.3219, -0.3896, -1.9739], [-4.0100, 1.0398, -1.5212], [-1.8424, -1.5285, -1.2358], [-2.6415, -1.6534, -0.0541], [-2.5414, -2.4326, 0.7025], [-4.3569, -0.4190, 0.7198], [-2.0598, -0.1377, -3.0067], [-1.0998, -2.2511, -1.5868], [3.0187, -2.4410, -0.3050], [1.9447, -1.4515, -0.1469], [2.5121, -0.1458, 0.4516], [1.2644, -1.9192, 0.6071], [1.3197, -1.3349, -1.0455], [3.7458, -0.6664, 1.2246], [1.8034, 0.3758, 1.1089], [2.8464, 0.5371, -0.3413], [3.7467, -2.1996, 0.9633], [3.8081, -0.3905, 2.2903], [4.6583, -0.2590, 0.7595], [3.1670, -2.7229, 1.7526], [4.7370, -2.6623, 0.8690], [-1.2297, 0.0011, 1.8243], [-1.6492, -0.1938, 2.9849], [-2.2336, -0.3596, 4.2508], [-2.1258, 0.6766, 5.2087], [-2.8087, 0.5683, 6.4139], [-3.6781, -0.5037, 6.6571], [-3.8470, -1.4871, 5.6710], [-3.1635, -1.4066, 4.4631], [-1.5242, 1.5621, 4.9884], [-2.6681, 1.3305, 7.1777], [-4.2630, -0.5460, 7.5789], [-4.5082, -2.3284, 5.8599], [-3.3661, -2.1205, 3.6615]], "forces_ev_per_angstrom": [[2.3023, -0.1497, -0.8740], [-0.5727, 0.0966, 0.3786], [-1.0879, -0.2026, -0.0137], [-0.3314, 0.6122, -0.0822], [-0.1180, -0.5538, 0.3997], [0.7091, -0.5682, -0.5259], [-0.4293, 0.4179, -0.5347], [0.1203, 0.4446, 0.7911], [-0.4033, -0.0425, -0.3686], [-0.2544, 0.2439, -0.0669], [-0.3521, 0.3014, 0.0595], [0.2045, -0.1991, 0.5601], [0.2118, -0.1310, -0.0179], [-0.1835, -0.2840, -0.0337], [0.4235, 0.0456, 0.0195], [-0.1404, -0.0677, 0.1148], [-1.2124, -3.0745, 0.2490], [0.7640, 1.4868, -0.3905], [-0.2617, 0.3458, -0.7554], [-0.2769, -0.1124, -0.6174], [0.0849, -0.4979, -0.2913], [-0.2374, 0.8101, 0.3145], [0.0518, 1.4315, 0.5989], [0.1172, -0.1019, 0.4271], [0.4469, -0.0430, -0.0600], [-0.4024, 0.1729, -0.2143], [-0.3566, -0.6108, 0.3027], [0.5248, 0.0515, -0.9652], [0.0726, -1.2939, -0.4359], [-0.2485, -0.2266, 0.8152], [0.3181, -0.2167, 0.1949], [-0.6429, 0.3621, -0.0008], [0.5270, 0.7878, -0.4559], [0.0881, 0.4266, -0.2477], [0.4257, 0.0855, 0.0116], [0.0786, 0.0642, 0.6503], [-0.2468, 0.4339, 0.2493], [0.1695, 2.2936, 1.2762], [-1.0186, -0.9954, 0.7488], [0.4750, -0.4885, -0.1870], [0.2032, 0.4862, -0.2870], [0.7542, -0.0101, 0.0340], [0.8899, -0.3386, -0.5587], [0.0591, -0.4131, -0.3344], [-0.3558, -0.1664, 0.2832], [-0.7714, -0.5192, -0.3742], [-0.3156, -0.3209, -0.3837], [-0.2426, -0.0396, 0.1822], [0.3617, 0.2083, -0.2440], [-0.2717, 0.2230, 0.0240], [-0.7230, -0.5072, 2.9488], [1.6251, 0.3917, -3.3076], [-1.3549, 0.4578, 0.6429], [0.0281, -0.6751, 0.0869], [-0.2443, -0.1256, 0.1428], [0.1668, -0.0188, -0.3991], [0.0918, 0.2356, 0.2551], [0.4004, 0.2932, 0.3583], [-0.0438, -0.4393, 0.0920], [-0.1439, -0.0576, -0.1682], [0.3300, -0.0515, -0.2373], [-0.0477, 0.1850, -0.0867], [0.2661, 0.1475, 0.3079]], "total_energy_ev": -58312.0341, "homo_energy_ev": [-7.08, -7.91], "spin_multiplicity": 3, "lumo_ev": [0.51, 0.32], "de_lowest_kj_mol": 10.8}

{"formula": "C27H34B2CrF4N5O4S3", "method": "the ωB97M-V functional and the def2-TZVPD basis", "species": ["Cr", "C", "C", "N", "O", "B", "F", "F", "O", "N", "C", "C", "C", "N", "O", "B", "F", "F", "O", "N", "C", "C", "C", "H", "H", "H", "H", "H", "H", "H", "H", "H", "H", "H", "H", "C", "C", "S", "C", "C", "S", "C", "C", "S", "H", "H", "H", "H", "H", "H", "H", "H", "H", "H", "H", "H", "N", "C", "C", "C", "C", "C", "C", "C", "C", "C", "C", "C", "C", "C", "H", "H", "H", "H", "H", "H", "H", "H", "H", "H"], "positions_angstrom": [[1.3804, -0.2268, 0.4060], [0.7633, -1.0327, 4.5474], [1.0971, -0.9996, 3.1013], [1.0199, 0.0590, 2.3680], [0.6339, 1.1833, 2.9553], [0.2642, 2.4967, 2.2373], [1.0640, 3.4497, 2.8283], [-1.0777, 2.7072, 2.4073], [0.4980, 2.4882, 0.7463], [1.5286, 1.7556, 0.2924], [2.6533, 2.2943, 0.0305], [2.9390, 3.7419, 0.1049], [3.6882, 1.2479, -0.3632], [3.3299, 0.0836, 0.0077], [4.0298, -0.9997, -0.4120], [3.0694, -2.0924, -0.7798], [1.8726, -1.3134, -1.2947], [3.5774, -2.9203, -1.6926], [2.5304, -2.8655, 0.3750], [1.8808, -1.9918, 1.1651], [1.6349, -2.2193, 2.3931], [1.8884, -3.5090, 3.0760], [4.9221, 1.5352, -1.1274], [0.4791, -0.0470, 4.8958], [-0.0601, -1.7300, 4.7236], [1.6220, -1.3838, 5.1228], [2.2218, 4.2295, 0.7575], [3.9495, 3.9108, 0.4774], [2.8690, 4.1807, -0.8944], [2.3178, -4.2227, 2.3798], [2.5685, -3.3724, 3.9188], [0.9482, -3.9052, 3.4665], [4.8693, 2.5096, -1.6073], [5.7878, 1.5136, -0.4607], [5.0724, 0.7537, -1.8716], [0.4662, 3.7615, -4.1302], [0.4356, 2.2718, -4.4751], [0.6115, 1.1228, -3.0654], [-1.0132, 0.3071, -3.0420], [-2.1913, 1.1792, -2.6258], [-2.1438, 1.6748, -0.8834], [-2.0160, 3.4909, -0.9570], [-0.7544, 4.0382, -1.6256], [-1.0440, 4.4151, -3.3824], [0.5979, 4.3367, -5.0471], [1.3072, 3.9891, -3.4716], [1.2738, 2.0462, -5.1371], [-0.4867, 2.0205, -4.9981], [-0.8782, -0.5211, -2.3449], [-1.1943, -0.1117, -4.0339], [-3.1175, 0.6197, -2.7819], [-2.2336, 2.0802, -3.2324], [-2.0400, 3.7801, 0.0930], [-2.9183, 3.8629, -1.4423], [0.0287, 3.2926, -1.5761], [-0.4094, 4.9439, -1.1237], [-0.5379, -0.7627, 0.2802], [-1.4992, -1.5674, 0.4002], [-2.8038, -1.0528, 0.8957], [-2.8209, -0.1697, 1.9696], [-4.0327, 0.3135, 2.4334], [-5.2106, -0.0482, 1.7937], [-5.1855, -0.9045, 0.6981], [-3.9812, -1.4227, 0.2530], [-1.3227, -3.0169, 0.1200], [-2.0082, -3.9440, 0.9056], [-1.7821, -5.2973, 0.7177], [-0.8946, -5.7256, -0.2634], [-0.2266, -4.8023, -1.0574], [-0.4368, -3.4464, -0.8666], [-1.8936, 0.1445, 2.4352], [-4.0542, 0.9833, 3.2828], [-6.1556, 0.3428, 2.1486], [-6.1048, -1.1653, 0.1906], [-3.9508, -2.0990, -0.5938], [-2.7035, -3.6057, 1.6637], [-2.3029, -6.0189, 1.3335], [-0.7295, -6.7848, -0.4141], [0.4591, -5.1345, -1.8260], [0.0651, -2.7249, -1.4973]], "forces_ev_per_angstrom": [[0.3987, -0.0908, -0.2348], [-0.0317, -0.0918, 0.0375], [0.2091, -0.4838, -0.1644], [0.1239, 0.0831, -0.0576], [-0.0840, 0.0100, -0.0676], [0.0851, 0.1169, -0.0455], [-0.0409, -0.1137, -0.0691], [0.0963, -0.0244, -0.0148], [-0.0990, 0.0568, 0.1180], [-0.3648, -0.0670, 0.2887], [0.8222, -0.3271, -0.2077], [0.1626, 0.0957, 0.0026], [-0.3324, 0.8520, 0.1277], [-0.2474, -0.2792, 0.1074], [-0.0937, -0.2465, -0.0050], [-0.0064, 0.0013, -0.0944], [0.0466, -0.0337, 0.2268], [-0.0043, 0.0780, 0.0172], [0.1332, 0.0606, -0.0567], [0.1479, 0.1045, -0.2327], [-0.2510, 0.3841, 0.4416], [0.0560, -0.0245, 0.1112], [0.0444, 0.0549, -0.0397], [-0.0164, 0.0299, 0.0059], [0.0364, 0.0048, 0.0019], [-0.0229, -0.0077, -0.0012], [-0.0433, 0.0229, 0.0105], [-0.0089, 0.0088, -0.0263], [0.0060, 0.0032, -0.0014], [-0.0012, -0.0092, -0.0128], [-0.0335, -0.0030, -0.0110], [0.0212, 0.0083, 0.0140], [0.0156, -0.0079, 0.0199], [-0.0168, 0.0245, -0.0083], [-0.0027, -0.0024, -0.0092], [-0.1175, -0.1719, 0.0912], [0.2151, 0.0437, 0.0539], [-0.1952, 0.0215, -0.1138], [0.1413, 0.1666, -0.0131], [-0.0304, -0.0989, 0.0379], [-0.0046, 0.1272, 0.0384], [0.1782, -0.2278, -0.0430], [-0.1689, 0.0072, 0.0259], [0.0715, 0.0593, -0.0207], [0.0704, -0.0278, -0.0247], [0.0273, 0.0412, -0.0875], [-0.0632, 0.0143, -0.0618], [0.0164, -0.0101, -0.0256], [-0.0595, -0.0573, -0.0546], [0.0199, -0.0473, 0.0223], [0.0379, 0.0128, -0.0273], [-0.0660, -0.0018, -0.0656], [-0.0489, 0.0006, 0.0250], [-0.0138, 0.0975, 0.0831], [0.1119, -0.0205, 0.0460], [-0.1005, -0.0061, 0.0113], [-0.7351, -0.3621, -0.1593], [-0.0574, 0.2526, 0.1362], [0.0829, -0.0417, -0.0981], [0.0310, 0.0443, 0.0614], [-0.0077, 0.0202, -0.0113], [-0.0124, -0.0136, -0.0168], [-0.0071, 0.0442, 0.0039], [-0.0393, -0.0703, 0.0173], [0.0471, 0.0512, -0.0113], [0.0257, -0.0082, 0.0536], [0.0099, -0.0230, -0.0366], [0.0087, 0.0023, 0.0199], [-0.0226, 0.0037, -0.0050], [-0.0254, -0.0182, -0.0412], [-0.0402, -0.0103, -0.0130], [0.0011, 0.0129, -0.0355], [0.0140, -0.0087, -0.0164], [0.0086, -0.0125, 0.0271], [-0.0027, 0.0115, 0.0391], [0.0200, 0.0094, -0.0132], [-0.0001, 0.0061, -0.0285], [0.0010, 0.0205, 0.0077], [-0.0273, -0.0056, 0.0134], [0.0023, -0.0145, 0.0382]], "total_energy_ev": -117341.1024, "homo_energy_ev": [-10.53, -10.49], "spin_multiplicity": 5, "lumo_ev": [-3.49, -5.09], "charge": 1, "de_lowest_kj_mol": 70.4}